a | Below is the molecule C8H6N2O2, with properties calculated with ωB97M-V with the def2-TZVPD basis set.

Its SMILES is N#CC(=O)C/C=C\C(=O)C=C=N. The value obtained for the molecular weight is 162.15 g/mol. The multiplicity is 1. Its net charge is 0. Its highest occupied orbital energy is -9.333 eV.

Last column: Mulliken charge in e.
Positions of all 18 atoms, in Å:
N: -1.0223 -3.3909 -0.3015  -0.409
C: -0.7495 -2.3097 -0.6375  0.176
C: -0.4335 -0.9269 -1.1522  0.548
O: -1.3217 -0.3014 -1.6637  -0.526
C: 1.0200 -0.5418 -1.1673  -0.654
C: 1.3330 0.8716 -0.6845  -0.331
C: 1.2591 1.3464 0.5541  -0.284
C: 0.8015 0.4079 1.6270  0.498
O: 1.5084 0.0169 2.5021  -0.548
C: -0.6740 -0.0405 1.5493  -1.014
C: -1.5402 0.7809 0.8992  0.621
N: -2.3163 1.3809 0.2401  -0.406
H: 1.3756 -0.6482 -2.2377  0.438
H: 1.7589 -1.1963 -0.6211  0.333
H: 1.6797 1.4069 -1.5216  0.438
H: 1.2928 2.4532 0.9173  0.289
H: -1.0775 -0.6292 2.3002  0.491
H: -2.8939 1.3201 -0.6022  0.341

***

b | Below is a cluster of 2 separate species, C8H6N2O2 in total, with properties calculated with ωB97M-V with the def2-TZVPD basis set.

Its SMILES is C#CC#CC#N.C1=NOCOC1. The value obtained for the molecular weight is 162.15 g/mol. The multiplicity is 1. Its net charge is 0. Its highest occupied orbital energy is -9.483 eV.

Last column: Mulliken charge in e.
Positions of all 18 atoms, in Å:
C: -0.2874 3.0812 0.0122  -0.503
C: -1.0676 2.1762 0.0209  -0.162
C: -1.9667 1.1167 0.0279  0.324
C: -2.7397 0.1971 0.0383  0.440
C: -3.6368 -0.8616 0.0486  -0.160
N: -4.3843 -1.7409 0.0556  -0.451
H: 0.4039 3.8900 0.0054  0.456
C: 1.5824 -0.8069 1.2089  0.001
N: 0.6047 -0.0026 1.3500  -0.555
O: 0.0709 0.4797 0.1660  0.111
C: 0.3213 -0.3178 -0.9543  -0.464
O: 1.6889 -0.4912 -1.1690  -0.442
C: 2.2341 -1.2034 -0.0793  -0.324
H: 1.9765 -1.1898 2.1459  0.406
H: -0.0795 0.2072 -1.8082  0.339
H: -0.1693 -1.2816 -0.8044  0.402
H: 2.1394 -2.2842 -0.2290  0.277
H: 3.3093 -0.9681 -0.0356  0.303

***

It is a that is most stable; the runner-up trails by 0.1553 hartree.

***

a | Below is a cluster of 2 separate species, H5PSi in total, with properties calculated with ωB97M-V with the def2-TZVPD basis set.

The value obtained for the molecular weight is 64.10 g/mol. The multiplicity is 1. Its net charge is 0. Its highest occupied orbital energy is -9.291 eV.

Last column: Mulliken charge in e.
Positions of all 7 atoms, in Å:
Si: 0.2232 -0.1616 -0.9537  0.302
P: -0.1223 -0.4919 1.2580  -0.223
H: 1.5976 0.2982 -1.2125  -0.067
H: -0.0208 -1.6442 -1.4952  -0.043
H: -0.7640 0.8040 -1.3359  -0.081
H: -1.4381 0.1464 1.5330  0.082
H: 0.5245 1.0490 2.2063  0.030

***

b | Below is a cluster of 2 separate species, H5PSi in total, with properties calculated with ωB97M-V with the def2-TZVPD basis set.

The value obtained for the molecular weight is 64.10 g/mol. The multiplicity is 1. Its net charge is 0. Its highest occupied orbital energy (spin up / spin down) is -9.947 / -9.142 eV.

Last column: Mulliken charge in e.
Positions of all 7 atoms, in Å:
Si: -0.6280 -0.4185 -0.0991  0.222
P: 1.6878 -0.3587 0.0030  -0.100
H: -1.1019 -0.0662 -1.4854  -0.058
H: -0.7691 -1.7805 0.3750  -0.097
H: -1.5293 0.4029 0.9424  -0.047
H: 1.5146 0.3741 1.3071  0.091
H: 0.8259 1.8468 -1.0429  -0.012

***

It is a that is most stable; the runner-up trails by 0.0712 hartree.

***

a | Below is a cluster of 2 separate species, C4H3I in total, with properties calculated with ωB97M-V with the def2-TZVPD basis set.

The value obtained for the molecular weight is 177.97 g/mol. The multiplicity is 1. Its net charge is 0. Its highest occupied orbital energy (spin up / spin down) is -8.472 / -8.460 eV.

Last column: Mulliken charge in e.
Positions of all 8 atoms, in Å:
C: -0.3001 2.2057 0.0155  0.061
C: -0.2949 0.9888 0.0644  -0.060
C: -0.5177 -1.5831 0.0105  -0.401
C: -0.1825 -0.3390 0.0546  -0.171
I: 3.0170 -0.2593 -0.1095  -0.324
H: -0.3552 3.2501 -0.0115  0.413
H: 0.1941 -2.3902 -0.0006  0.216
H: -1.5607 -1.8729 -0.0233  0.267

***

b | Below is the molecule C4H3I, with properties calculated with ωB97M-V with the def2-TZVPD basis set.

Its SMILES is IC=C1C=C1. The value obtained for the molecular weight is 177.97 g/mol. The multiplicity is 1. Its net charge is 0. Its highest occupied orbital energy is -8.100 eV.

Last column: Mulliken charge in e.
Positions of all 8 atoms, in Å:
I: -2.9533 0.1996 0.3269  -0.086
C: -0.9011 0.6813 0.5133  -0.708
C: -0.0145 -0.0600 0.0140  0.402
C: 0.7260 -1.0614 -0.6994  -0.500
C: 1.3664 -0.0842 -0.0851  -0.407
H: -0.8610 1.4196 1.1839  0.520
H: 0.5538 -1.8079 -1.3289  0.426
H: 2.0837 0.7129 0.0753  0.353

***

It is b that is most stable; the runner-up trails by 0.0242 hartree.

***

a | Below is the molecule C5H5Cl, with properties calculated with ωB97M-V with the def2-TZVPD basis set.

Its SMILES is C#C[C@H]1C[C@H]1Cl. The value obtained for the molecular weight is 100.55 g/mol. The multiplicity is 1. Its net charge is 0. Its highest occupied orbital energy is -9.636 eV.

Last column: Mulliken charge in e.
Positions of all 11 atoms, in Å:
C: 2.0419 0.3485 1.5141  0.249
C: 1.1942 -0.0228 0.7114  -0.667
C: 0.2188 -0.5738 -0.2323  -0.299
C: -1.2356 -0.3627 0.0180  -0.516
C: -0.6440 0.3457 -1.0996  -0.107
Cl: -0.4780 2.1280 -1.0777  -0.196
H: 2.8145 0.7688 2.1629  0.402
H: 0.4627 -1.5608 -0.6250  0.309
H: -1.5355 0.1588 0.9668  0.278
H: -2.0115 -1.1594 -0.2617  0.205
H: -0.8275 -0.0705 -2.0770  0.343

***

b | Below is a cluster of 2 separate species, C5H5Cl in total, with properties calculated with ωB97M-V with the def2-TZVPD basis set.

Its SMILES is ClC1=CC1.C#C. The value obtained for the molecular weight is 100.55 g/mol. The multiplicity is 1. Its net charge is 0. Its highest occupied orbital energy is -9.255 eV.

Last column: Mulliken charge in e.
Positions of all 11 atoms, in Å:
Cl: -1.3930 0.3301 2.0630  -0.170
C: -0.3920 -0.6071 1.2208  -0.017
C: -0.1503 -1.7258 0.5615  -0.255
C: 1.0583 -0.8898 1.0061  -0.414
H: -0.4700 -2.6231 0.1430  0.389
H: 1.5210 -1.2259 1.9259  0.234
H: 1.6902 -0.3144 0.3372  0.235
C: -0.1939 2.2570 -2.0777  -0.331
C: -0.6759 1.2172 -1.6728  -0.511
H: 0.0188 3.2928 -2.2079  0.365
H: -1.0133 0.2890 -1.2990  0.474

***

It is a that is most stable; the runner-up trails by 0.0861 hartree.